(1)
C25H100N50O25 | ωB97M-V/def2-TZVPD

Geometry as XYZ:
```
200
Properties=species:S:1:pos:R:3:lowdin_charge:R:1
C -4.211 2.200 1.896 -0.657
O -5.421 1.925 1.734 -0.032
N -3.770 3.363 2.464 0.170
N -3.226 1.281 1.794 0.183
H -2.804 3.565 2.609 0.033
H -4.449 4.123 2.309 0.123
H -3.466 0.295 1.787 0.055
H -2.273 1.644 1.915 0.071
C -0.080 0.147 2.905 -0.608
O -0.303 0.980 1.939 -0.102
N -0.787 -0.944 3.069 0.208
N 0.826 0.468 3.889 0.190
H -0.588 -1.463 3.880 0.080
H -1.450 -1.164 2.291 0.115
H 1.452 1.272 3.760 0.060
H 0.927 -0.105 4.710 0.084
C 2.445 -4.464 0.335 -0.626
O 2.783 -3.310 0.658 -0.027
N 1.103 -4.848 0.194 0.174
N 3.336 -5.376 -0.079 0.182
H 0.437 -4.141 0.268 0.045
H 0.861 -5.389 -0.628 0.069
H 3.038 -6.325 -0.125 0.104
H 4.269 -5.159 0.218 0.069
C 5.052 -1.441 -1.547 -0.560
O 4.981 -0.250 -2.039 -0.079
N 4.623 -2.509 -2.320 0.189
N 5.563 -1.648 -0.278 0.166
H 4.576 -2.500 -3.319 0.080
H 4.506 -3.367 -1.804 0.087
H 6.017 -2.539 -0.081 0.070
H 6.130 -0.792 -0.208 0.117
C 2.207 -3.975 -4.025 -0.720
O 2.936 -3.547 -4.912 -0.023
N 1.849 -5.270 -3.720 0.157
N 1.590 -3.075 -3.258 0.177
H 2.116 -5.997 -4.405 0.116
H 0.909 -5.412 -3.303 0.062
H 0.971 -3.145 -2.420 0.086
H 1.830 -2.136 -3.524 0.077
C -1.284 4.427 0.703 -0.635
O -1.374 4.544 1.921 -0.012
N -0.298 3.786 0.098 0.215
N -2.175 4.973 -0.225 0.142
H 0.312 3.181 0.652 0.100
H -0.289 3.675 -0.886 0.078
H -2.705 5.744 0.130 0.099
H -1.754 5.362 -1.098 0.087
C 0.184 5.059 -3.385 -0.652
O -0.872 5.618 -3.075 -0.012
N 0.205 4.027 -4.319 0.180
N 1.384 5.488 -2.903 0.174
H -0.771 3.828 -4.497 0.083
H 0.950 3.349 -4.422 0.061
H 2.250 5.077 -3.182 0.101
H 1.393 6.312 -2.396 0.083
C -1.955 -5.411 -1.863 -0.673
O -0.798 -5.548 -2.250 -0.030
N -2.902 -6.332 -2.226 0.153
N -2.327 -4.358 -1.105 0.192
H -3.822 -6.442 -1.782 0.102
H -2.456 -7.186 -2.488 0.098
H -1.577 -3.637 -0.908 0.076
H -3.250 -4.239 -0.710 0.060
C -1.333 3.993 5.333 -0.679
O -1.766 3.457 6.306 0.007
N -1.728 5.277 5.054 0.169
N -0.420 3.409 4.435 0.183
H -1.213 5.827 4.386 0.074
H -2.360 5.722 5.715 0.113
H -0.375 3.742 3.451 0.070
H 0.236 2.722 4.672 0.032
C -2.236 0.697 -6.336 -0.663
O -1.517 1.537 -5.796 -0.025
N -1.761 -0.214 -7.207 0.165
N -3.576 0.623 -5.999 0.153
H -0.745 -0.237 -7.443 0.062
H -2.431 -0.762 -7.751 0.127
H -3.897 -0.393 -6.123 0.105
H -3.839 1.089 -5.119 0.087
C 3.583 1.999 4.148 -0.605
O 3.556 1.231 5.143 -0.054
N 2.669 2.958 3.936 0.178
N 4.497 1.676 3.109 0.145
H 2.853 3.411 3.040 0.084
H 2.315 3.467 4.735 0.064
H 5.027 0.732 3.170 0.093
H 4.450 2.154 2.241 0.039
C -3.551 -2.685 -4.668 -0.695
O -4.407 -2.667 -5.548 -0.013
N -3.594 -1.966 -3.536 0.194
N -2.452 -3.519 -4.854 0.166
H -2.801 -1.983 -2.884 0.094
H -4.193 -1.166 -3.413 0.068
H -2.742 -4.345 -5.378 0.113
H -1.845 -3.658 -4.045 0.082
C 2.832 2.567 -0.054 -0.628
O 2.825 3.252 0.963 0.002
N 2.384 3.065 -1.238 0.174
N 2.954 1.174 -0.081 0.163
H 2.032 3.950 -1.019 0.049
H 2.236 2.514 -2.077 0.053
H 3.420 0.900 0.835 0.120
H 3.346 0.847 -0.920 0.048
C -5.878 -4.385 -2.749 -0.626
O -5.492 -4.689 -1.590 -0.044
N -6.556 -3.265 -3.031 0.204
N -5.542 -5.151 -3.825 0.174
H -6.969 -2.687 -2.306 0.073
H -6.745 -2.984 -3.965 0.104
H -4.705 -5.657 -3.549 0.069
H -5.263 -4.560 -4.555 0.043
C 1.855 4.120 7.100 -0.715
O 2.771 4.558 6.475 0.033
N 1.842 2.849 7.588 0.186
N 0.789 4.882 7.476 0.170
H 0.976 2.397 7.572 0.042
H 2.633 2.377 7.155 0.091
H -0.023 4.408 7.908 0.107
H 0.624 5.652 6.822 0.106
C 6.025 -1.262 4.879 -0.644
O 7.034 -1.967 4.724 -0.006
N 5.125 -0.976 3.862 0.130
N 5.710 -0.713 6.031 0.202
H 4.155 -0.864 4.169 0.109
H 5.184 -1.633 3.111 0.076
H 4.925 -0.120 6.143 0.071
H 6.266 -0.915 6.830 0.116
C 6.992 -4.411 1.757 -0.677
O 6.546 -4.598 0.611 -0.037
N 8.264 -4.455 2.069 0.178
N 6.133 -3.905 2.726 0.140
H 8.492 -4.436 3.071 0.129
H 8.921 -4.991 1.540 0.113
H 5.109 -3.994 2.514 0.116
H 6.380 -3.361 3.570 0.054
C -3.585 1.663 -2.363 -0.661
O -4.428 0.782 -2.530 -0.024
N -3.868 2.708 -1.502 0.176
N -2.307 1.636 -2.796 0.176
H -4.703 2.443 -0.978 0.091
H -3.147 3.206 -0.981 0.055
H -1.904 2.582 -2.920 0.103
H -2.138 0.975 -3.590 0.100
C 0.975 -1.884 -7.588 -0.650
O 0.788 -0.783 -8.127 -0.020
N 0.219 -2.499 -6.634 0.181
N 2.094 -2.564 -8.017 0.160
H 0.756 -2.946 -5.911 0.065
H -0.569 -1.907 -6.327 0.079
H 2.651 -1.978 -8.613 0.102
H 2.560 -3.246 -7.409 0.094
C -1.052 -0.119 6.424 -0.693
O -0.520 -1.160 6.094 0.002
N -1.888 0.544 5.605 0.189
N -0.766 0.513 7.601 0.179
H -1.978 1.540 5.664 0.051
H -1.944 0.174 4.647 0.094
H -1.253 1.360 7.790 0.085
H -0.112 0.028 8.132 0.086
C -4.153 -2.152 0.602 -0.639
O -3.510 -1.531 1.474 -0.035
N -4.291 -1.663 -0.598 0.215
N -4.868 -3.328 0.831 0.166
H -4.771 -2.091 -1.321 0.050
H -3.914 -0.745 -0.736 0.084
H -4.656 -3.950 1.611 0.117
H -5.410 -3.706 0.054 0.054
C -7.507 -0.611 -0.045 -0.690
O -7.823 -1.591 -0.734 -0.024
N -7.937 -0.420 1.197 0.191
N -6.711 0.366 -0.545 0.168
H -8.365 -1.198 1.641 0.106
H -7.634 0.370 1.709 0.087
H -6.309 0.217 -1.475 0.084
H -6.264 0.909 0.167 0.039
C 2.269 0.870 -4.470 -0.639
O 2.312 1.870 -3.748 -0.033
N 3.222 -0.058 -4.346 0.185
N 1.235 0.642 -5.318 0.198
H 3.868 -0.042 -3.557 0.061
H 3.186 -0.900 -4.927 0.096
H 1.311 0.120 -6.177 0.069
H 0.441 1.262 -5.302 0.055
C 2.152 6.575 3.785 -0.617
O 1.250 5.717 3.962 -0.020
N 3.355 6.604 4.421 0.165
N 1.996 7.560 2.845 0.142
H 3.595 5.983 5.169 0.065
H 4.203 6.840 3.949 0.097
H 1.118 7.601 2.346 0.101
H 2.444 8.462 2.953 0.100
C -0.150 -1.231 -0.593 -0.592
O -0.517 -2.268 -1.301 -0.120
N 1.084 -1.038 -0.088 0.214
N -0.997 -0.234 -0.470 0.200
H 1.328 -0.197 0.376 0.052
H 1.759 -1.784 -0.141 0.063
H -0.987 0.356 0.351 0.053
H -1.818 -0.580 -0.954 0.080
```

As for the max |F|: 4.17 eV/A. As for the total energy: -153272.63009 eV. The relative energy (zero: lowest compared OMol25 entry of this formula, charge and spin) comes out at 0.0 kJ/mol. As for the HOMO-LUMO gap: 9.66 eV.

***

(2)
C16H22LiNO2 | ωB97M-V/def2-TZVPD

Geometry as XYZ:
```
42
Properties=species:S:1:pos:R:3:nbo_charge:R:1
Li -0.073 0.719 0.035 0.906
C -0.474 0.565 3.492 -0.648
C 0.490 1.031 2.419 -0.022
C 1.528 0.187 1.992 -0.019
C 1.789 -1.119 2.709 -0.649
C 2.344 0.565 0.915 -0.038
C 3.435 -0.363 0.428 -0.646
C 2.146 1.804 0.280 -0.042
C 3.074 2.230 -0.842 -0.645
C 1.103 2.642 0.704 -0.054
C 0.727 3.885 -0.083 -0.652
C 0.311 2.281 1.808 -0.023
C -0.747 3.246 2.297 -0.658
H -0.128 0.830 4.497 0.222
H -0.606 -0.515 3.457 0.234
H -1.457 1.008 3.351 0.227
H 1.317 -1.966 2.200 0.242
H 1.410 -1.095 3.728 0.224
H 2.858 -1.321 2.768 0.219
H 4.385 -0.159 0.931 0.224
H 3.603 -0.253 -0.643 0.222
H 3.183 -1.405 0.610 0.229
H 2.796 1.794 -1.806 0.222
H 4.096 1.919 -0.631 0.224
H 3.084 3.310 -0.959 0.226
H 1.164 4.792 0.350 0.220
H -0.356 4.006 -0.102 0.252
H 1.057 3.820 -1.118 0.219
H -1.645 3.204 1.671 0.260
H -0.371 4.269 2.258 0.221
H -1.031 3.042 3.328 0.219
O -1.867 -2.242 0.557 -0.627
C -2.407 -1.193 0.252 0.680
C -3.921 -0.999 0.131 -0.521
C -4.084 0.505 -0.093 -0.518
C -2.649 1.000 -0.217 0.670
O -2.314 2.172 -0.424 -0.690
N -1.756 -0.010 -0.038 -0.831
H -4.418 -1.384 1.019 0.229
H -4.266 -1.590 -0.717 0.230
H -4.559 1.019 0.743 0.228
H -4.642 0.765 -0.991 0.232
```

As for the max |F|: 0.60 eV/A. As for the total energy: -22742.34161 eV. The relative energy (zero: lowest compared OMol25 entry of this formula, charge and spin) comes out at 23.4 kJ/mol. As for the HOMO-LUMO gap: 9.12 eV.

***

(3)
C32H50ClIrO2P | ωB97M-V/def2-TZVPD

Geometry as XYZ:
```
87
Properties=species:S:1:pos:R:3:mulliken_spin:R:1
Ir 1.691 -0.651 0.591 0.834
Cl 1.816 1.460 1.667 0.124
P 0.570 0.303 -1.180 -0.025
C -3.050 -0.387 2.158 0.082
H -4.088 -0.127 2.490 0.112
H -2.647 0.359 1.472 0.011
C 2.359 0.701 -1.674 0.037
C -0.398 1.888 -1.047 -0.031
C 2.815 0.821 -3.128 0.014
H 2.565 1.644 -1.119 0.022
C 4.296 1.241 -3.078 -0.005
H 2.710 -0.140 -3.668 0.007
H 2.206 1.573 -3.660 -0.005
C 5.178 0.277 -2.271 0.012
H 4.667 1.361 -4.104 0.001
H 4.341 2.233 -2.607 0.001
C 4.592 -0.079 -0.882 -0.018
H 5.332 -0.632 -2.870 -0.001
H 6.159 0.754 -2.149 0.001
C 3.087 -0.429 -0.966 0.110
H 5.123 -0.947 -0.476 0.002
H 4.744 0.758 -0.183 0.006
H 2.991 -1.382 -1.521 0.013
H 2.875 -1.795 0.624 0.210
C -0.239 -0.723 -2.474 0.112
C -1.916 1.715 -1.216 -0.011
H -0.176 2.189 -0.007 0.010
C -2.665 3.047 -1.090 0.003
H -2.136 1.288 -2.205 0.014
H -2.300 0.998 -0.478 0.021
C -2.110 4.130 -2.026 0.001
H -3.729 2.889 -1.308 0.001
H -2.590 3.393 -0.049 0.000
C -0.589 4.280 -1.919 0.004
H -2.378 3.888 -3.064 0.000
H -2.585 5.093 -1.797 0.000
C 0.156 2.943 -2.016 0.010
H -0.223 4.947 -2.711 0.000
H -0.339 4.745 -0.956 -0.001
H 0.074 2.571 -3.050 -0.003
H 1.223 3.108 -1.826 0.003
C 0.430 -2.087 -2.676 -0.020
H -1.231 -0.893 -2.015 0.047
C -0.391 -2.962 -3.640 -0.002
H 1.445 -1.949 -3.083 0.002
H 0.553 -2.599 -1.711 0.018
C -0.708 -2.264 -4.969 0.000
H 0.155 -3.893 -3.837 0.000
H -1.337 -3.234 -3.151 0.000
C -1.270 -0.845 -4.786 0.003
H 0.207 -2.208 -5.576 0.000
H -1.427 -2.864 -5.542 0.000
C -0.449 0.005 -3.804 0.004
H -1.315 -0.335 -5.760 0.000
H -2.303 -0.919 -4.411 0.000
H 0.524 0.246 -4.256 0.000
H -0.967 0.960 -3.660 -0.001
C 0.981 -2.327 1.018 0.339
C -3.142 -1.595 1.468 0.694
H 0.088 -2.510 0.412 0.148
C -2.750 -2.913 1.990 0.037
H -3.441 -1.500 0.428 -0.033
C -1.677 -3.153 3.098 0.049
H -3.702 -3.218 2.499 0.082
H -2.592 -3.516 1.095 0.014
C -0.321 -3.822 2.753 0.013
H -1.589 -2.265 3.719 -0.019
H -2.161 -3.876 3.773 -0.010
C 0.956 -3.061 2.324 -0.108
H -0.049 -4.287 3.708 0.001
H -0.572 -4.616 2.041 0.005
H 1.326 -2.354 3.079 0.040
H 1.758 -3.797 2.308 0.040
O -2.056 1.885 3.099 0.116
C -1.841 0.881 3.763 0.150
O -2.188 -0.356 3.348 0.026
C -1.218 0.949 5.126 0.076
C -1.549 2.074 5.874 0.114
C -1.043 2.276 7.153 -0.086
C -0.136 1.330 7.693 0.345
C 0.223 0.200 6.928 -0.126
C -0.317 0.013 5.655 0.205
H -2.209 2.822 5.445 0.047
H -1.313 3.157 7.747 -0.004
H 0.287 1.470 8.706 0.042
H 0.945 -0.522 7.351 -0.009
H -0.024 -0.835 5.049 0.084
```

The expectation value of S² is 6.0444. Its multiplicity is 5. As for the max |F|: 3.73 eV/A. The total charge is -1. As for the total energy: -62735.57112 eV. The relative energy (zero: lowest compared OMol25 entry of this formula, charge and spin) comes out at 0.0 kJ/mol. As for the HOMO-LUMO gap (spin up / spin down): 1.90 / 5.73 eV.

***

Question: Which formula does entry 1 have?
Answer: C25H100N50O25

***

Question: What is the relative energy (zero: lowest compared OMol25 entry of this formula, charge and spin) in the first record?
Answer: 0.0 kJ/mol

***

Question: Look up the max |F| of the second one.
Answer: 0.60 eV/A